C6H12O | ωB97M-V with the def2-TZVPD basis set

The value obtained for the orbital gap is 11.01 eV. For the calculated total energy, the calculation gives -310.997872 a.u. The energy relative to the best compared isomer or geometry (same formula, charge and spin) is 38.53 kcal/mol. The SMILES is C1C[C@@H]2C[C@@H]2C1.O. As for the HOMO energy: -10.0106 eV. Its molar mass is 100.2 g/mol.

Geometry (Å):
C  -0.85543  0.89579  -0.27269
C  -1.47634  0.22173  0.97204
C  -0.44838  -0.84720  1.34407
C  0.89645  -0.16524  1.10477
C  1.57121  -0.63299  -0.13247
C  0.68588  0.62722  -0.16156
O  0.08219  -0.38584  -2.88161
H  -0.95347  1.98604  -0.21993
H  -0.25936  -0.26333  -1.99278
H  -1.43346  0.62737  -1.16794
H  -2.47563  -0.19203  0.79328
H  -1.56516  0.95333  1.78246
H  -0.54795  -1.68513  0.63730
H  -0.55704  -1.25544  2.35072
H  1.43691  0.26037  1.94430
H  1.30876  -1.60286  -0.54537
H  2.64200  -0.43124  -0.20771
H  1.29726  1.50327  -0.36345
H  0.65156  0.38619  -2.98344

Here are the Löwdin charges for atoms 1 to 6, given in e: -0.155, -0.180, -0.159, -0.263, -0.082, -0.229